[1]
37
Properties=species:S:1:pos:R:3 method="wB97M-V/def2-TZVPD" charge=0 fmax_ev_per_a=2.11 energy_ev=-20875.404 de_lowest_kj_mol=584.5 homo_ha=-0.243 homo_lumo_gap_ev=6.100
O 0.95 2.12 -2.15
O 1.24 -0.05 -2.50
N 0.49 0.96 -2.37
N -0.34 1.85 0.79
C -0.89 0.82 -2.42
C 0.07 -0.83 2.20
C -0.63 0.66 0.30
C 1.15 -2.67 0.41
C 0.76 -1.93 2.67
C -1.38 -0.49 -2.89
C 0.51 -1.53 -0.07
C -1.59 2.04 -2.85
C -0.03 -0.56 0.81
C 0.71 2.04 1.78
C -1.16 3.05 0.51
C 2.07 -4.05 2.31
C 1.31 -2.87 1.79
H 2.40 -4.70 1.49
H 0.50 -1.36 -1.14
H 1.60 1.46 1.53
H 0.87 -2.08 3.76
H -0.42 -0.15 2.90
H 1.48 -4.65 3.01
H -1.11 3.36 -0.55
H -1.16 2.41 -3.81
H 0.96 3.11 1.83
H 0.34 1.72 2.76
H -1.51 2.84 -2.12
H -0.84 -0.82 -3.79
H -0.79 3.87 1.13
H -2.21 2.83 0.75
H -2.66 1.83 -3.00
H -1.29 -1.28 -2.13
H -1.48 0.60 -0.40
H 1.55 -3.40 -0.29
H 2.97 -3.73 2.86
H -2.45 -0.41 -3.12

***

[2]
39
Properties=species:S:1:pos:R:3 method="wB97M-V/def2-TZVPD" charge=0 fmax_ev_per_a=0.81 energy_ev=-33765.286 de_lowest_kj_mol=4.6 homo_ha=-0.315 homo_lumo_gap_ev=9.036 smiles="CCCCCOC(=O)[C@@H](C)c1c(C)[nH]c(=S)[nH]c1=O"
S -2.23 -3.33 -3.69
O 0.16 1.78 1.29
O 1.28 0.09 0.33
O -1.26 0.81 -1.25
N -1.70 -1.15 -2.28
N -1.69 -3.14 -1.13
C -1.23 -1.17 0.07
C -1.38 -0.39 -1.16
C -0.87 -0.36 1.29
C 3.41 3.72 1.56
C 1.19 2.70 0.92
C 2.36 2.67 1.90
C -1.86 -2.50 -2.32
C -2.07 0.43 1.80
C 0.31 0.53 0.90
C -1.38 -2.51 0.05
C 4.58 3.69 2.53
C 5.63 4.74 2.19
C -1.21 -3.40 1.24
H 6.45 4.71 2.89
H 4.21 3.87 3.55
H 6.02 4.58 1.19
H 2.81 1.67 1.87
H -1.48 -4.42 1.00
H 0.71 3.68 0.92
H 1.98 2.84 2.91
H -2.89 -0.24 2.04
H 5.04 2.70 2.51
H -1.80 -0.65 -3.16
H -1.83 -3.05 2.06
H -1.80 0.99 2.70
H -0.50 -1.03 2.07
H 1.54 2.46 -0.09
H -0.17 -3.39 1.57
H -2.40 1.13 1.04
H 2.95 4.71 1.57
H 3.78 3.54 0.55
H 5.19 5.74 2.22
H -1.80 -4.15 -1.16

***

[3]
44
Properties=species:S:1:pos:R:3 method="wB97M-V/def2-TZVPD" charge=+1 fmax_ev_per_a=4.63 energy_ev=-43193.145 de_lowest_kj_mol=276.9 homo_ha="-0.427 / -0.433" multiplicity=2 s2=0.820 homo_lumo_gap_ev="4.981 / 5.416"
Pd 0.48 0.09 -1.93
S -0.11 -2.00 -2.80
O -1.74 0.31 -1.74
O 1.97 4.06 -2.52
O 0.71 2.23 -2.28
N 0.01 1.72 2.22
N 1.75 0.12 2.56
N -0.54 -0.57 2.53
N -2.36 -0.87 -1.80
N 0.53 0.15 0.48
N 2.73 0.55 -2.93
C -2.02 -3.22 -1.24
C 1.72 2.89 -2.55
C -4.10 -2.09 -0.71
C -0.95 0.80 2.81
C 1.32 1.49 2.81
C 0.09 1.54 0.79
C 1.84 -0.09 1.13
C -3.64 -0.95 -1.27
C -3.28 -3.26 -0.66
C 0.77 -0.80 3.13
C -1.56 -2.07 -1.84
C 3.01 1.96 -3.01
C -0.46 -0.76 1.10
H -1.94 0.97 2.39
H 2.04 2.19 2.37
H 0.79 2.26 0.37
H 3.22 2.32 -4.02
H -0.90 1.71 0.33
H 3.80 2.27 -2.33
H -4.19 -0.03 -1.32
H -5.10 -2.12 -0.31
H -0.98 0.95 3.89
H -1.45 -0.55 0.67
H -0.18 -1.80 0.88
H 2.15 -1.12 0.93
H -3.67 -4.18 -0.25
H 3.50 0.04 -2.51
H 1.27 1.66 3.89
H 1.09 -1.83 2.94
H 2.58 0.60 0.72
H 0.71 -0.64 4.20
H 2.51 0.16 -3.85
H -1.39 -4.10 -1.27